Entry 1:
Entry from OMol25: a 3-piece molecular cluster, C40H74BF3N2O15P3 overall (ωB97M-V/def2-TZVPD).

The geometry in ORCA input format:
```
! wB97M-V def2-TZVPD RIJCOSX def2/J DEFGRID3
* xyz 1 1
C 6.09375 -2.52440 1.93582
C 5.85759 -1.72787 0.49138
O 4.43376 -1.73097 0.12713
P 3.94114 -3.20346 -0.65683
O 5.01236 -3.60983 -1.74545
C 2.23446 -3.05176 -1.58555
C 1.48739 -1.75419 -0.92177
C 0.13635 -1.24388 -1.68719
C -1.23612 -2.04110 -1.35596
C -1.39210 -2.23276 0.31096
C -1.25333 -0.83990 1.07789
C -2.27387 -0.43825 2.26779
C -2.35119 1.23534 2.26385
C -1.60442 -0.79621 3.75860
C -2.68767 -3.20711 0.23576
B -3.54252 -3.69632 1.54071
O -3.24166 -3.43611 2.96320
O -4.74902 -4.56371 1.29178
C -4.30558 -5.96551 1.34216
C -3.49114 -2.62871 -1.11785
C -5.09829 -2.45468 -1.10414
C -5.72652 -1.33594 -0.09624
C -7.26472 -1.60290 0.39839
F -8.27891 -0.68815 -0.20444
F -7.74714 -2.99372 0.25350
F -7.29768 -1.30460 1.87953
N -2.58532 -1.63802 -1.89930
C -3.05321 -0.18501 -1.80318
C -2.23016 0.87299 -2.76542
O -2.21285 0.81114 -4.12691
C -1.38564 2.18833 -2.16574
C -1.86533 3.10534 -0.89667
C -0.82100 4.33422 -0.45124
C 0.62131 4.61399 -1.24439
C 1.09378 3.68279 -2.54189
C 0.05718 2.47284 -2.96361
O -2.98735 -1.94608 -3.13493
C -1.95212 -2.38897 -4.04656
N -1.02538 -2.90050 -4.82197
O 3.91051 -4.46042 0.56342
C 2.83969 -4.24024 1.54859
C 1.53478 -5.18549 1.16703
H 7.05762 -2.12075 2.46332
H 5.19299 -2.32257 2.65537
H 6.26257 -3.64823 1.65540
H 6.59148 -2.06601 -0.35466
H 6.13325 -0.59152 0.73192
H 2.53881 -2.77815 -2.70643
H 1.61880 -4.04697 -1.57051
H 1.37700 -1.96110 0.22383
H 2.26396 -0.85045 -1.00848
H 0.07216 -0.07373 -1.48780
H 0.34723 -1.33718 -2.85863
H -0.92261 -3.16795 -1.60480
H -0.50790 -2.94611 0.68634
H -1.23540 0.08831 0.32497
H -0.15898 -0.81403 1.56229
H -3.38238 -0.78260 2.16479
H -2.64077 1.66876 3.31122
H -1.26672 1.58566 1.97678
H -3.06498 1.54753 1.38730
H -2.47869 -0.69711 4.53954
H -1.22694 -1.92205 3.65402
H -0.69561 -0.08038 3.95420
H -2.20254 -4.23375 -0.15362
H -3.63959 -4.18080 3.53896
H -3.53459 -6.05794 2.23674
H -3.74694 -6.24732 0.32693
H -5.17003 -6.73873 1.56890
H -3.35843 -3.58235 -1.82952
H -5.56860 -3.54377 -0.96659
H -5.42736 -2.13546 -2.20706
H -5.07920 -1.16118 0.86110
H -5.74976 -0.30900 -0.70542
H -4.17117 -0.11273 -2.22239
H -3.15823 0.19080 -0.67463
H -2.86936 2.90140 -0.33158
H -1.02381 5.05207 0.46908
H 1.38068 5.46602 -0.93690
H 2.10562 3.81860 -3.11673
H 0.37379 1.78750 -3.86711
H 3.21450 -4.63293 2.61036
H 2.58908 -3.10255 1.66334
H 1.95965 -6.17816 0.71591
H 0.81973 -4.71287 0.37102
H 0.89134 -5.37260 2.14229
O 6.68841 -0.94423 5.14629
P 6.35037 -0.74925 6.64470
O 6.07315 0.87462 6.48556
C 4.84633 1.27944 5.90532
C 3.70175 1.12166 6.88585
O 7.95490 -0.68608 7.08207
C 8.88028 -1.58634 6.49015
C 9.73180 -0.84097 5.47627
O 5.97267 -0.53141 8.31886
C 6.83240 0.05939 9.28474
C 7.10719 1.53620 9.06673
H 4.65399 0.71346 4.98715
H 4.94866 2.33346 5.62912
H 3.53438 0.06628 7.12224
H 2.77747 1.53324 6.47280
H 3.92377 1.63142 7.82950
H 8.36928 -2.44146 6.03456
H 9.51962 -1.98111 7.28593
H 9.11825 -0.30988 4.74256
H 10.39700 -1.52856 4.94503
H 10.34263 -0.08275 5.97888
H 7.76050 -0.51385 9.38157
H 6.31963 -0.04605 10.24579
H 7.73885 1.70051 8.18798
H 7.62802 1.95983 9.93048
H 6.17699 2.09066 8.91390
O -5.83177 5.83132 -7.88747
P -4.82100 5.45186 -6.77757
O -3.49917 5.69480 -7.74342
C -3.09971 7.03115 -7.98891
C -2.39791 7.62032 -6.78195
O -5.02322 3.82061 -7.03825
C -6.32522 3.30220 -7.26887
C -6.47970 2.96212 -8.74165
O -3.69168 5.02789 -5.53749
C -2.97989 3.79972 -5.45969
C -1.96997 3.58326 -6.57199
H -3.96419 7.64108 -8.27351
H -2.41182 7.01446 -8.83995
H -3.08771 7.71298 -5.93737
H -1.99820 8.61132 -7.01097
H -1.57507 6.97510 -6.45600
H -7.09844 4.00258 -6.93492
H -6.43501 2.39307 -6.66945
H -6.23555 3.81401 -9.38312
H -7.50163 2.63879 -8.96213
H -5.79109 2.15606 -9.01865
H -3.67095 2.95470 -5.37189
H -2.43167 3.83126 -4.51304
H -2.46406 3.40594 -7.53253
H -1.34540 2.71119 -6.35704
H -1.32168 4.45615 -6.68956
*
```

Output
Largest force on an atom: 12.16 eV/Å
Orbital gap: 7.041 eV
E_HOMO: -11.10 eV

=====

Entry 2:
Entry from OMol25: C22H26HgN4O3 as an isolated structure (ωB97M-V/def2-TZVPD).

The geometry in ORCA input format:
```
! wB97M-V def2-TZVPD RIJCOSX def2/J DEFGRID3
* xyz 2 1
C -0.97602 -2.25452 -7.08343
C -1.79156 -1.23271 -7.42084
H -1.33888 -3.03796 -6.41338
H 0.11058 -2.26981 -7.25093
C -2.06799 0.04717 -6.88751
C -1.84484 0.56520 -5.60799
H -2.32513 0.13101 -4.72245
H -1.73834 1.65586 -5.66581
C -2.19582 -1.70200 -8.77933
H -1.85511 -2.73471 -8.92740
H -1.70043 -1.08969 -9.53745
H -3.28066 -1.68983 -8.79892
C -2.76745 0.78182 -8.01002
H -3.75029 0.37835 -8.32671
H -2.16426 0.80067 -8.93777
H -2.96436 1.81835 -7.85850
Hg -0.60306 0.39502 -0.13095
O 1.05245 -0.76285 -1.32346
C 1.70690 -0.51262 -2.36599
O 1.50262 1.72339 -0.53628
C 2.01114 1.77674 -1.65286
O 2.60882 2.88464 -2.10115
N 2.11685 0.78297 -2.64289
C 3.01708 2.72352 -3.49357
C 2.37266 1.44910 -3.94038
H 4.10468 2.69427 -3.51623
H 2.69714 3.63326 -4.00208
H 2.96462 0.87579 -4.64278
H 1.43585 1.71837 -4.44313
C 1.97401 -1.62614 -3.19192
C 1.42470 -2.81842 -2.73163
H 2.57660 -1.72884 -4.11231
H 0.39508 -2.37507 -2.96373
H 1.52745 -3.68425 -3.38945
N -0.37135 -0.47854 3.33694
C -0.28952 -1.62800 2.54740
C -0.12852 -2.85941 3.21844
C 0.05558 -4.01498 2.48273
C 0.03084 -3.93785 1.08466
C -0.18541 -2.70336 0.49642
N -0.32293 -1.56298 1.21531
C -0.76149 0.83764 3.11383
C -0.86768 1.70027 4.22523
C -1.26633 3.01414 4.06160
C -1.56581 3.43943 2.76096
C -1.42544 2.56312 1.70214
N -1.02159 1.27651 1.87807
H -0.22063 -0.67205 4.32182
H -0.15592 -2.85025 4.30771
H 0.21802 -4.97265 2.97181
H 0.17047 -4.79932 0.43893
H -0.19630 -2.59479 -0.58504
H -0.61793 1.29413 5.20056
H -1.34137 3.70199 4.90615
H -1.89294 4.45018 2.55999
H -1.61117 2.86090 0.67018
*
```

Output
Largest force on an atom: 6.46 eV/Å
Energy above the lowest of the compared OMol25 structures with the same formula, charge and spin: 4.807 eV
Orbital gap (alpha / beta): 3.086 / 3.042 eV
E_HOMO (alpha / beta): -11.51 / -11.46 eV